1.
Below is 2 unconnected molecules or ions with the total composition C5H10F3O5PS, with properties calculated with wB97M-V/def2-TZVPD.

Output
Net charge: 0
Multiplicity: 3
Relative energy (zero: lowest compared OMol25 entry of this formula, charge and spin) in eV: 0.000
Maximum force in eV Å⁻¹: 4.3
Highest occupied orbital energy (alpha / beta) in eV: -8.72 / -11.02
Gap between HOMO and LUMO (alpha / beta) in eV: 9.37 / 8.68

Element x y z (Å)
C1 -1.175 2.067 1.508
C2 1.659 -0.504 1.896
C3 -0.158 -1.010 -3.117
C4 -0.422 -1.319 -0.231
C5 -3.104 -1.157 -0.714
O1 0.117 1.273 -1.044
O2 1.666 -1.634 -1.339
O3 0.075 -3.343 -2.037
O4 -0.991 0.627 1.151
O5 1.521 0.365 0.817
F1 -3.108 -0.124 -1.485
F2 -3.419 -2.300 -1.277
F3 -3.814 -0.892 0.373
P1 0.128 0.344 0.045
S1 0.332 -2.007 -1.738
H1 -0.676 2.572 0.753
H2 -0.549 2.212 2.381
H3 -2.345 2.074 1.671
H4 2.366 0.002 2.751
H5 2.018 -1.440 1.633
H6 0.765 -0.815 2.345
H7 -0.082 0.026 -3.014
H8 0.460 -1.426 -3.855
H9 -1.267 -1.241 -3.135
H10 -0.468 -1.919 0.660

***

2.
Below is a molecular structure, C4H5N3O, with properties calculated with wB97M-V/def2-TZVPD.

Output
Net charge: 0
Relative energy (zero: lowest compared OMol25 entry of this formula, charge and spin) in eV: 6.774
Maximum force in eV Å⁻¹: 11.3
Highest occupied orbital energy in eV: -8.41
Gap between HOMO and LUMO in eV: 8.93

Element x y z (Å)
C1 1.212 0.277 -0.080
C2 -0.127 0.004 -0.014
C3 -1.992 -0.957 -0.018
C4 -2.295 0.353 0.080
H1 4.217 -0.899 0.195
H2 1.894 1.441 -0.287
H3 -2.703 -1.923 -0.123
H4 -3.187 0.505 0.366
H5 -0.777 1.963 -0.172
N1 2.156 -0.557 0.077
N2 -0.633 -1.129 -0.066
N3 -1.159 0.915 0.019
O1 3.396 0.007 0.022

***

3.
Below is a molecular structure, C44H38As2ClN5O8Ti, with properties calculated with wB97M-V/def2-TZVPD.

Output
Net charge: -2
Relative energy (zero: lowest compared OMol25 entry of this formula, charge and spin) in eV: 0.000
Maximum force in eV Å⁻¹: 0.7
Highest occupied orbital energy in eV: -4.08
Gap between HOMO and LUMO in eV: 8.07

Element x y z (Å)
Ti1 1.373 0.264 0.758
O1 4.238 0.177 2.827
Cl1 2.961 0.591 3.385
O2 3.146 1.619 4.392
O3 1.734 -1.225 1.249
O4 2.241 1.348 2.207
O5 5.298 -0.321 -5.058
C1 5.723 0.230 -4.028
O6 6.821 0.763 -3.782
C2 4.704 0.287 -2.858
C3 5.071 0.809 -1.624
C4 4.150 0.856 -0.594
N1 2.892 0.437 -0.760
C5 2.527 -0.081 -1.946
C6 3.400 -0.178 -3.008
C7 1.073 -0.480 -2.028
O7 0.604 -1.001 -3.020
O8 0.403 -0.167 -0.956
H1 6.082 1.169 -1.497
H2 4.400 1.223 0.395
H3 3.081 -0.599 -3.951
N2 -0.511 0.618 1.778
C8 -1.505 0.847 2.323
C9 -2.724 1.091 2.941
C10 -3.314 0.081 3.736
N3 -3.798 -0.742 4.385
C11 -3.335 2.361 2.815
N4 -3.837 3.396 2.713
C12 2.235 4.329 -0.023
As1 0.771 3.050 -0.209
C13 -0.699 4.208 0.327
C14 0.597 3.029 -2.181
C15 0.180 4.325 -2.793
C16 1.124 5.273 -3.188
C17 0.730 6.489 -3.728
C18 -0.618 6.778 -3.888
C19 -1.566 5.838 -3.507
C20 -1.172 4.625 -2.965
H4 2.006 5.269 -0.527
H5 3.146 3.900 -0.441
H6 2.395 4.509 1.040
H7 -0.647 5.166 -0.191
H8 -0.635 4.368 1.403
H9 -1.645 3.720 0.103
H10 -0.120 2.241 -2.408
H11 1.575 2.710 -2.549
H12 2.178 5.046 -3.081
H13 1.481 7.209 -4.033
H14 -0.927 7.726 -4.314
H15 -2.622 6.045 -3.636
H16 -1.919 3.892 -2.680
N5 -2.162 1.241 -0.941
C21 -2.928 1.479 -2.063
C22 -2.477 1.061 -3.322
C23 -3.179 1.409 -4.463
C24 -4.345 2.163 -4.387
C25 -4.804 2.558 -3.137
C26 -4.109 2.225 -1.986
H17 -1.409 0.565 -1.032
H18 -2.635 1.215 -0.052
H19 -1.577 0.458 -3.390
H20 -2.806 1.083 -5.427
H21 -4.886 2.434 -5.284
H22 -5.713 3.142 -3.054
H23 -4.463 2.559 -1.016
C27 -4.068 -6.413 2.799
C28 -4.307 -5.074 3.072
C29 -3.346 -4.118 2.767
C30 -2.122 -4.486 2.210
C31 -1.900 -5.830 1.923
C32 -2.865 -6.785 2.215
As2 -0.862 -3.017 1.849
C33 0.445 -3.938 0.733
C34 0.515 -3.516 -0.592
C35 1.451 -4.060 -1.462
C36 2.328 -5.035 -1.008
C37 2.268 -5.460 0.313
C38 1.334 -4.910 1.181
C39 0.057 -3.032 3.587
C40 1.443 -2.966 3.692
C41 2.050 -2.862 4.937
C42 1.280 -2.812 6.091
C43 -0.103 -2.864 5.993
C44 -0.710 -2.971 4.749
H24 -4.818 -7.161 3.029
H25 -5.244 -4.763 3.519
H26 -3.564 -3.076 2.973
H27 -0.975 -6.141 1.456
H28 -2.674 -7.827 1.983
H29 -0.151 -2.738 -0.946
H30 1.503 -3.699 -2.481
H31 3.071 -5.450 -1.678
H32 2.962 -6.210 0.674
H33 1.319 -5.220 2.220
H34 2.054 -2.966 2.799
H35 3.130 -2.802 4.998
H36 1.756 -2.718 7.059
H37 -0.717 -2.806 6.884
H38 -1.792 -2.990 4.694